Arrangement P

Below is a 3-piece molecular cluster, C2H12N2O2 overall, with properties calculated with ωB97M-V/def2-TZVPD.

```
18
Properties=species:S:1:pos:R:3
N -1.24 -1.81 -0.73
C -0.64 -0.85 -1.71
C 0.62 -1.48 -2.31
N 1.71 -0.48 -2.43
H -2.14 -1.48 -0.41
H -0.63 -1.72 0.08
H -0.53 0.10 -1.19
H -1.32 -0.72 -2.53
H 0.92 -2.29 -1.64
H 0.42 -1.84 -3.31
H 2.13 -0.31 -1.52
H 2.45 -0.85 -3.01
H 1.93 3.34 3.98
H 0.78 2.62 3.29
O 1.03 3.46 3.68
H -1.37 0.79 3.10
H -2.13 2.18 3.09
O -2.00 1.35 3.56
```

Values from the calculation:
Kohn-Sham gap	0.351	Ha
SMILES	NCCN.O.O
multiplicity	1
LUMO	0.16	eV

Arrangement Q

Below is a 3-piece molecular cluster, C2H12N2O2 overall, with properties calculated with ωB97M-V/def2-TZVPD.

```
18
Properties=species:S:1:pos:R:3
N 0.49 0.27 -1.02
C -0.59 -0.40 -0.33
C -0.30 -0.62 1.20
N 1.11 -1.22 1.49
H 1.21 -0.38 -1.36
H 0.87 1.08 -0.52
H -1.45 0.18 -0.40
H -0.94 -1.28 -0.83
H -1.05 -1.19 1.62
H -0.25 0.37 1.75
H 1.65 -0.57 2.08
H 1.26 -2.11 1.99
H 5.28 2.12 2.18
H 3.82 2.18 1.68
O 4.76 2.16 1.40
H -5.49 0.21 -4.34
H -5.16 -0.86 -3.13
O -5.21 0.05 -3.46
```

Values from the calculation:
Kohn-Sham gap	0.343	Ha
SMILES	NCCN.O.O
multiplicity	1
LUMO	0.61	eV

Arrangement R

Below is a 3-piece molecular cluster, C2H12N2O2 overall, with properties calculated with ωB97M-V/def2-TZVPD.

```
18
Properties=species:S:1:pos:R:3
N -1.21 0.59 0.12
C 0.08 1.06 -0.31
C 1.31 0.41 0.39
N 1.00 0.51 1.97
H -1.79 1.32 0.57
H -1.07 -0.26 0.64
H 0.20 0.99 -1.44
H 0.10 2.15 -0.06
H 2.23 1.09 0.05
H 1.54 -0.59 0.19
H 0.18 1.09 2.02
H 1.73 0.76 2.66
H 1.47 -3.11 3.71
H 2.02 -1.86 4.07
O 2.28 -2.69 4.05
H -3.98 -0.68 -5.71
H -2.98 -0.32 -6.96
O -3.09 -0.45 -5.95
```

Values from the calculation:
Kohn-Sham gap	0.366	Ha
SMILES	NCCN.O.O
multiplicity	1
LUMO	0.93	eV

Short version: arrangement P is the most stable of them.

Arrangement P

Below is one molecule with the formula C9H12ClN3, with properties calculated with ωB97M-V/def2-TZVPD.

```
25
Properties=species:S:1:pos:R:3
C 0.80 -2.09 1.51
C 1.64 -0.61 -0.26
C -0.62 0.58 0.04
C -1.21 1.78 0.51
C -2.58 1.92 0.46
C -3.37 0.90 -0.01
C -2.80 -0.29 -0.46
C -1.42 -0.48 -0.45
C 3.07 0.82 -1.47
H 1.53 -1.69 2.26
H 0.59 -3.14 1.70
H -0.15 -1.55 1.73
H 1.92 -2.50 -0.18
H 1.26 1.31 0.19
H -0.55 2.54 0.95
H -2.99 2.82 0.89
H -4.44 1.06 -0.03
H -1.05 -1.40 -0.88
H 2.20 1.25 -1.98
H 3.45 1.50 -0.62
H 3.84 0.76 -2.26
N 1.20 -1.87 0.15
N 0.78 0.43 0.08
N 2.72 -0.45 -0.89
Cl -3.79 -1.57 -0.97
```

Values from the calculation:
Kohn-Sham gap	0.334	Ha
SMILES	C/N=C(/NC)Nc1cccc(Cl)c1
multiplicity	1
LUMO	0.80	eV

Arrangement Q

Below is one molecule with the formula C9H12ClN3, with properties calculated with ωB97M-V/def2-TZVPD.

```
25
Properties=species:S:1:pos:R:3
C 2.02 0.68 0.26
C 3.21 0.04 -0.13
C 3.01 -1.40 -0.35
C 1.89 -2.08 -0.08
C 0.85 -0.08 0.45
C -0.83 1.82 0.19
C -1.98 1.25 -0.82
C -1.98 -1.08 -0.08
C -1.60 -0.22 1.25
H 4.21 0.42 -0.23
H 3.80 -2.00 -0.93
H 1.89 -3.12 -0.21
H -1.10 2.55 0.94
H 0.15 2.28 -0.43
H -1.97 2.00 -1.61
H -2.92 1.19 -0.20
H -1.07 -0.56 -1.59
H -1.52 -2.02 -0.26
H -3.01 -1.27 0.10
H -1.38 -0.77 2.15
H -2.33 0.66 1.45
N 0.83 -1.36 0.38
N -0.31 0.63 0.93
N -1.84 -0.09 -1.19
Cl 1.99 2.54 -0.01
```

Values from the calculation:
Kohn-Sham gap	0.299	Ha
SMILES	Clc1cccnc1N1CCNCC1
multiplicity	1
LUMO	0.36	eV

Short version: arrangement P is the most stable of them.

Arrangement P

Below is a 15-piece molecular cluster, C30H90O30 overall, with properties calculated with ωB97M-V/def2-TZVPD.

```
150
Properties=species:S:1:pos:R:3
C -1.12 -3.17 -3.75
C -2.51 -2.55 -3.61
O -2.20 -1.15 -3.93
O -0.16 -2.44 -2.93
H -0.85 -3.12 -4.84
H -1.11 -4.19 -3.41
H -2.95 -2.56 -2.60
H -3.27 -2.92 -4.36
H -3.04 -0.60 -3.78
H -0.27 -1.47 -3.08
C -3.59 -2.78 1.46
C -4.32 -2.85 0.13
O -3.96 -1.73 -0.71
O -3.80 -1.47 2.01
H -2.52 -2.96 1.34
H -4.02 -3.45 2.22
H -5.38 -2.66 0.34
H -4.09 -3.78 -0.39
H -3.90 -1.03 -0.06
H -2.93 -1.03 2.15
C -1.45 0.10 5.46
C -0.60 1.28 4.94
O -0.20 0.93 3.66
O -2.48 -0.18 4.48
H -1.86 0.25 6.48
H -0.83 -0.78 5.51
H 0.25 1.45 5.60
H -1.23 2.19 4.88
H 0.58 1.49 3.42
H -3.29 0.33 4.70
C 4.11 1.48 0.19
C 4.76 0.62 -0.84
O 5.40 1.36 -1.82
O 3.12 2.32 -0.43
H 4.88 2.12 0.64
H 3.75 0.90 1.00
H 3.92 0.02 -1.39
H 5.50 -0.08 -0.45
H 4.73 1.74 -2.39
H 3.31 2.73 -1.28
C 5.02 -2.33 -5.00
C 4.75 -2.19 -6.50
O 3.36 -2.26 -6.93
O 4.17 -1.33 -4.38
H 6.08 -2.06 -4.84
H 4.86 -3.29 -4.55
H 5.31 -3.03 -6.94
H 5.10 -1.25 -6.99
H 2.82 -1.62 -6.48
H 3.65 -1.89 -3.74
C 3.25 4.31 2.73
C 1.83 3.83 3.05
O 1.64 2.44 2.66
O 3.39 4.68 1.39
H 3.94 3.57 2.99
H 3.52 5.17 3.30
H 1.25 4.47 2.37
H 1.61 3.95 4.13
H 1.09 2.43 1.88
H 3.44 3.87 0.84
C -5.54 1.10 -2.57
C -6.44 0.69 -1.46
O -5.70 1.01 -0.28
O -4.74 -0.01 -2.95
H -4.95 1.84 -2.10
H -6.00 1.60 -3.45
H -6.74 -0.34 -1.52
H -7.38 1.22 -1.48
H -6.11 0.49 0.47
H -4.68 -0.67 -2.22
C 4.59 2.32 -5.07
C 3.58 3.10 -4.29
O 3.17 2.46 -3.11
O 4.26 1.03 -5.60
H 5.53 2.22 -4.43
H 4.79 2.89 -5.95
H 2.74 3.43 -4.87
H 4.10 4.10 -4.07
H 2.31 2.06 -3.30
H 4.26 0.28 -4.94
C -0.09 0.35 -0.71
C -0.78 -0.75 0.10
O -1.49 -0.34 1.30
O 0.65 1.08 0.33
H -0.84 1.03 -1.06
H 0.49 -0.12 -1.51
H -0.08 -1.54 0.36
H -1.59 -1.20 -0.59
H -0.90 -0.12 2.00
H 1.48 1.38 -0.07
C 0.65 0.38 -4.79
C -0.44 1.34 -4.40
O 0.13 2.65 -4.36
O 1.56 0.29 -3.68
H 1.13 0.77 -5.71
H 0.16 -0.60 -4.97
H -0.82 0.98 -3.52
H -1.21 1.35 -5.15
H -0.54 3.35 -4.23
H 2.35 -0.23 -3.93
C -6.32 -0.33 3.25
C -5.75 1.05 2.94
O -4.91 1.43 4.02
O -6.61 -0.97 1.98
H -7.27 -0.15 3.73
H -5.61 -0.88 3.85
H -6.53 1.73 2.69
H -5.05 1.00 2.17
H -4.29 2.08 3.70
H -5.75 -1.21 1.66
C 1.11 -3.82 3.08
C 0.54 -2.61 3.62
O -0.68 -3.03 4.31
O 0.16 -4.50 2.22
H 1.46 -4.47 3.88
H 2.03 -3.60 2.54
H 0.30 -1.90 2.84
H 1.15 -2.08 4.36
H -1.44 -2.56 3.89
H -0.54 -4.68 2.81
C 3.15 -0.59 6.36
C 2.66 -0.09 5.01
O 3.18 -0.95 3.97
O 4.59 -0.52 6.23
H 2.88 -1.60 6.64
H 2.90 0.04 7.14
H 2.98 1.01 4.83
H 1.61 -0.16 4.82
H 4.13 -1.00 4.15
H 5.06 -0.47 7.11
C -3.11 4.66 1.34
C -2.95 3.18 1.17
O -2.28 2.69 2.37
O -1.86 5.29 1.61
H -3.84 4.81 2.14
H -3.55 5.05 0.45
H -2.33 2.89 0.34
H -3.96 2.82 1.12
H -2.10 1.73 2.40
H -1.36 4.81 2.30
C 2.83 -2.94 -1.25
C 1.88 -4.09 -0.74
O 0.54 -3.68 -0.50
O 2.75 -2.86 -2.66
H 3.88 -3.21 -0.96
H 2.54 -1.99 -0.77
H 2.34 -4.54 0.20
H 1.92 -4.82 -1.55
H 0.36 -4.00 0.40
H 1.82 -2.69 -2.98
```

Values from the calculation:
Kohn-Sham gap	0.373	Ha
multiplicity	1
LUMO	0.43	eV

Arrangement Q

Below is a 15-piece molecular cluster, C30H90O30 overall, with properties calculated with ωB97M-V/def2-TZVPD.

```
150
Properties=species:S:1:pos:R:3
C 30.07 30.11 -0.47
C 29.26 29.77 0.76
O 28.41 28.65 0.54
O 29.24 30.51 -1.54
H 30.67 29.20 -0.59
H 30.73 30.94 -0.21
H 28.70 30.66 1.05
H 29.94 29.51 1.57
H 27.50 28.97 0.60
H 28.53 29.88 -1.70
C 21.10 24.58 4.61
C 20.07 23.83 3.76
O 19.82 24.49 2.55
O 22.50 24.55 4.33
H 20.99 24.21 5.63
H 20.90 25.65 4.71
H 19.11 23.75 4.26
H 20.37 22.79 3.65
H 19.31 25.27 2.77
H 22.63 24.41 3.39
C 24.54 30.05 -0.70
C 24.76 30.24 0.81
O 26.00 30.90 1.03
O 24.11 31.28 -1.25
H 23.76 29.32 -0.91
H 25.48 29.79 -1.18
H 24.72 29.36 1.46
H 23.97 30.88 1.21
H 26.09 31.71 0.52
H 24.41 31.38 -2.16
C 28.85 21.34 -0.95
C 28.45 22.12 -2.18
O 28.26 23.49 -1.86
O 27.79 21.34 -0.04
H 29.66 21.87 -0.46
H 29.15 20.32 -1.19
H 27.50 21.73 -2.55
H 29.21 22.09 -2.96
H 29.06 23.99 -1.66
H 27.59 22.27 0.14
C 25.00 30.59 8.43
C 23.78 30.45 7.54
O 24.00 29.87 6.26
O 25.11 29.33 9.14
H 24.77 31.36 9.17
H 25.92 30.89 7.93
H 23.33 31.41 7.30
H 23.07 29.85 8.11
H 24.57 29.10 6.26
H 25.01 28.66 8.46
C 28.62 26.78 -2.57
C 27.15 27.22 -2.76
O 27.07 28.60 -2.54
O 29.01 26.44 -1.24
H 29.32 27.51 -2.97
H 28.85 25.89 -3.15
H 26.52 26.64 -2.09
H 26.79 26.97 -3.75
H 26.18 28.88 -2.80
H 28.85 27.18 -0.65
C 29.20 27.52 6.08
C 29.57 27.68 4.55
O 29.99 29.01 4.46
O 28.20 28.36 6.58
H 30.12 27.79 6.60
H 28.95 26.49 6.36
H 28.68 27.47 3.96
H 30.43 27.03 4.38
H 29.23 29.41 4.03
H 28.54 29.23 6.35
C 24.24 23.10 -1.09
C 24.29 21.67 -1.48
O 24.61 21.34 -2.87
O 23.66 23.97 -2.05
H 25.23 23.56 -1.11
H 23.85 23.23 -0.08
H 23.36 21.21 -1.17
H 25.09 21.15 -0.96
H 24.51 20.39 -2.94
H 22.93 23.54 -2.49
C 25.82 26.00 3.03
C 26.64 25.88 1.67
O 26.69 24.59 1.19
O 25.43 27.35 3.18
H 26.43 25.66 3.87
H 24.92 25.39 3.00
H 27.65 26.30 1.75
H 26.12 26.45 0.91
H 26.94 24.75 0.27
H 25.68 27.70 4.04
C 24.60 22.36 4.99
C 25.10 22.50 3.56
O 24.00 22.46 2.65
O 25.35 21.50 5.77
H 23.60 21.93 5.04
H 24.59 23.32 5.51
H 25.80 21.72 3.27
H 25.76 23.36 3.45
H 23.94 21.59 2.24
H 24.99 21.57 6.66
C 28.37 31.75 4.96
C 27.01 31.23 4.40
O 27.06 30.00 3.60
O 28.64 31.20 6.21
H 28.27 32.83 5.03
H 29.24 31.63 4.32
H 26.71 32.00 3.69
H 26.29 31.07 5.21
H 26.35 29.95 2.96
H 29.11 31.87 6.72
C 32.47 25.73 2.02
C 31.43 26.23 1.07
O 31.14 25.24 0.02
O 31.97 24.65 2.85
H 32.86 26.54 2.65
H 33.21 25.22 1.40
H 31.67 27.16 0.56
H 30.49 26.43 1.59
H 30.46 25.70 -0.48
H 31.55 24.11 2.17
C 25.48 26.41 7.15
C 23.99 25.96 7.31
O 23.34 26.65 8.32
O 25.47 27.69 6.54
H 26.09 25.76 6.52
H 25.88 26.46 8.17
H 23.97 24.89 7.52
H 23.51 26.04 6.33
H 22.40 26.52 8.19
H 26.40 27.89 6.40
C 29.04 23.10 2.76
C 29.47 22.58 4.18
O 30.26 23.65 4.87
O 30.03 22.79 1.73
H 28.79 24.16 2.71
H 28.09 22.61 2.53
H 29.99 21.64 3.97
H 28.61 22.23 4.75
H 30.95 23.91 4.26
H 29.87 21.91 1.37
C 22.00 26.22 0.24
C 23.48 26.53 0.38
O 24.01 26.44 -0.96
O 21.26 27.30 -0.31
H 21.54 25.94 1.19
H 21.84 25.32 -0.34
H 23.85 25.68 0.96
H 23.73 27.45 0.91
H 24.04 25.52 -1.23
H 21.20 27.93 0.42
```

Values from the calculation:
Kohn-Sham gap	0.361	Ha
multiplicity	1
LUMO	0.29	eV

Short version: arrangement P is the most stable of them.